(1)
Molecular formula: C48H37BrClINO24
Method: DFT, wB97M-V/def2-TZVPD

The orbital gap comes out at 6.797 eV. Its total energy is -191662.98544 eV. Its net charge is +1. As for the multiplicity: 1.

Geometry as XYZ:
```
113
Properties=species:S:1:pos:R:3:forces:R:3:lowdin_charge:R:1
I -4.094 2.194 2.703 0.30 -0.04 -0.18 1.139
Br 4.436 1.977 0.128 -0.25 0.54 0.47 0.885
Cl -0.014 2.144 -2.425 -0.01 0.00 0.03 0.743
O 3.060 -3.370 0.110 -0.15 0.10 0.37 0.063
O -6.469 -4.968 -5.226 0.19 0.10 -0.16 0.131
O 4.987 -4.141 -3.398 0.10 -0.07 -0.40 0.107
O 1.170 5.456 1.970 -0.02 0.76 -0.47 0.170
O 5.644 -3.364 -5.871 -0.07 -0.10 0.24 0.125
O -3.311 1.106 -0.983 0.07 -0.10 0.08 -0.019
O 2.602 1.967 2.161 -0.06 -0.23 0.67 0.068
O 4.508 1.001 -4.544 -0.08 0.07 0.21 0.113
O -4.579 -4.006 -6.810 -0.20 -0.09 0.02 0.128
O -4.646 -1.722 4.142 -0.19 -0.04 0.03 0.081
O 1.227 4.181 3.752 -0.41 -0.03 0.30 0.180
O 6.439 7.330 -2.590 0.07 0.13 0.20 0.128
O -2.085 -2.400 -3.166 -0.07 0.02 0.14 0.095
O -3.928 -3.421 -1.599 0.17 0.24 0.04 0.081
O -1.748 0.009 7.395 -0.13 -0.09 0.17 0.119
O 3.481 -8.489 1.353 0.07 -0.06 -0.19 0.125
O 3.924 0.202 -2.064 0.12 0.05 -0.86 -0.043
O 2.784 5.964 0.017 0.20 0.01 -0.17 0.065
O -6.209 -2.846 5.970 0.14 0.12 -0.18 0.123
O 2.491 -4.073 2.608 0.00 0.07 -0.21 0.110
O -3.254 -1.174 9.213 0.20 0.16 -0.05 0.124
O 4.133 -7.762 -1.109 -0.08 -0.09 0.23 0.133
O 3.473 7.534 2.015 -0.04 -0.18 -0.27 0.120
O 7.175 8.845 -0.556 0.05 -0.07 -0.24 0.121
N -1.810 1.636 0.762 0.06 -0.05 -0.03 0.048
C -5.138 -2.181 6.385 -0.16 -0.14 0.28 -0.235
C -3.626 -1.318 8.065 -0.40 -0.27 0.09 -0.310
C -3.239 -3.144 -5.072 -0.01 -0.01 -0.14 0.083
C 5.230 -2.445 -5.008 0.08 0.19 -0.31 -0.231
C -5.224 2.540 -0.930 -0.40 -0.18 -0.07 -0.029
C -0.581 1.803 0.189 0.43 0.42 -0.03 -0.122
C -0.208 1.016 -1.045 0.26 -0.41 -0.31 -0.597
C 3.796 6.619 -0.175 0.19 -0.04 -0.40 -0.292
C -3.130 -0.800 5.686 -0.04 0.01 -0.20 0.053
C -3.114 -3.019 -3.747 0.19 0.09 -0.28 -0.237
C 2.962 -6.316 2.104 0.01 -0.15 0.00 0.082
C -5.527 0.149 -0.828 0.16 -0.59 0.07 -0.013
C -0.084 3.459 1.856 -0.34 -0.45 0.06 -0.017
C -4.302 -1.562 5.301 0.31 0.20 -0.06 -0.323
C 0.313 2.718 0.736 0.15 0.46 0.17 -0.055
C -4.397 -3.836 -5.622 0.35 0.20 -0.02 -0.307
C -2.803 -0.676 6.979 0.18 0.15 -0.26 -0.235
C -4.134 -3.572 -2.794 -0.39 -0.22 -0.01 -0.319
C -7.443 1.581 -0.744 0.24 -0.44 -0.03 -0.069
C 3.731 -6.824 -0.268 0.08 0.16 -0.26 -0.226
C 4.657 -0.188 -4.331 0.14 -0.11 -0.40 -0.311
C -5.431 -4.370 -4.665 -0.23 -0.12 0.24 -0.231
C 5.119 -1.145 -5.326 -0.05 0.12 0.07 0.082
C 5.683 7.321 -1.505 -0.11 -0.21 -0.27 -0.232
C 4.453 -1.989 -2.639 0.03 -0.25 0.15 0.083
C 3.187 -4.560 0.367 0.22 -0.24 -0.54 -0.297
C -4.707 1.257 -0.914 -0.01 0.48 0.02 -0.289
C -2.727 0.619 0.173 -0.25 -0.54 -0.20 -0.186
C -6.904 0.296 -0.741 0.14 0.70 0.08 -0.052
C 0.879 -0.697 0.447 -0.64 -0.08 -0.47 -0.038
C 3.386 -7.302 1.118 -0.11 0.14 0.38 -0.306
C -4.813 -2.063 7.680 0.09 0.05 0.11 0.083
C 6.152 8.214 -0.386 -0.11 0.17 0.45 -0.311
C -2.193 2.367 1.826 -0.80 0.15 0.48 -0.584
C -1.348 3.292 2.394 0.28 -0.11 -0.27 -0.045
C 4.342 -0.699 -2.959 -0.18 -0.31 0.35 -0.224
C 4.247 7.528 0.934 0.08 0.24 0.32 -0.228
C 2.869 -5.027 1.757 -0.06 -0.10 0.30 -0.233
C -5.297 -4.241 -3.336 0.07 0.06 0.20 0.074
C 4.574 6.574 -1.395 -0.20 -0.13 0.09 0.074
C 1.006 0.081 -0.868 -0.38 0.15 0.19 -0.218
C -6.604 2.683 -0.850 -0.26 0.09 -0.04 -0.069
C 1.699 3.005 0.211 0.27 -0.43 -0.11 -0.123
C 0.825 4.463 2.514 0.06 -0.37 0.54 -0.477
C 5.355 8.273 0.829 0.15 0.06 -0.06 0.080
C 2.755 2.306 1.042 0.13 -0.06 -0.32 -0.774
C 4.887 -2.951 -3.634 -0.08 0.16 0.42 -0.297
C 3.632 -5.530 -0.610 -0.08 0.23 -0.06 0.081
H -2.510 -2.751 -5.766 0.01 0.00 0.01 0.139
H 0.941 -0.618 -1.698 0.15 -0.04 -0.13 0.124
H -2.546 -0.349 4.896 0.05 -0.01 0.02 0.115
H 4.113 -8.603 -0.612 0.01 -0.04 -0.02 0.126
H 0.699 3.471 4.141 0.30 -0.23 0.02 0.133
H -0.996 0.361 -1.382 -0.36 0.21 0.10 0.078
H -7.041 3.670 -0.881 0.04 0.09 0.04 0.111
H -3.472 0.304 0.895 0.06 0.26 0.28 0.079
H 4.224 -2.353 -1.647 -0.06 -0.03 0.01 0.112
H -5.406 -2.506 8.469 -0.01 -0.02 -0.02 0.141
H -6.320 -4.928 -6.192 -0.03 -0.03 -0.03 0.128
H 5.633 -4.216 -5.394 0.02 -0.03 -0.04 0.124
H 1.386 -1.656 0.378 0.35 0.17 0.18 0.061
H 5.691 8.928 1.620 -0.02 -0.01 0.02 0.139
H 1.907 4.068 0.340 0.05 0.15 -0.35 0.102
H 2.734 -6.666 3.101 0.00 0.02 0.00 0.139
H 7.173 7.949 -2.406 0.03 0.01 -0.01 0.126
H -7.556 -0.559 -0.656 0.05 -0.15 -0.03 0.112
H 2.515 -3.240 2.103 0.05 0.03 0.01 0.106
H 5.359 -0.769 -6.310 0.01 -0.03 -0.01 0.139
H -4.597 3.415 -1.010 0.20 -0.04 -0.03 0.122
H -2.114 -0.252 -0.024 0.06 -0.06 -0.11 0.124
H -6.031 -4.621 -2.639 -0.01 -0.03 -0.03 0.137
H -0.179 -0.950 0.569 -0.04 -0.14 0.16 0.072
H 3.873 -5.165 -1.601 0.05 -0.09 0.03 0.111
H -1.744 -0.066 8.370 0.02 -0.01 0.03 0.126
H -2.256 -2.473 -2.208 -0.03 -0.11 0.05 0.101
H 2.740 6.909 1.843 -0.04 0.00 0.09 0.088
H 1.868 2.743 -0.823 -0.24 0.16 -0.16 0.068
H -6.211 -2.783 4.996 -0.03 -0.04 -0.02 0.121
H 3.915 1.057 -2.539 0.07 0.02 -0.01 0.087
H 4.229 5.929 -2.191 0.03 0.01 -0.03 0.135
H -8.514 1.682 -0.667 -0.08 0.24 -0.03 0.108
H 1.160 -0.128 1.329 0.30 -0.03 0.04 0.076
H -1.670 3.882 3.237 -0.13 -0.01 0.09 0.119
H 1.943 0.607 -0.986 0.16 0.01 0.17 0.057
H -5.087 -0.841 -0.812 0.04 -0.03 -0.06 0.118
```
Positions in Å, forces in eV/Å.

(2)
Molecular formula: C48H38As3F6MoN2PS2
Method: DFT, wB97M-V/def2-TZVPD

Its energy above the lowest of the compared OMol25 structures with the same formula, charge and spin is 0.0 kJ/mol. The orbital gap (spin up / spin down) comes out at 7.040 / 6.633 eV. Its total energy is -285004.90113 eV. Its net charge is +1. As for the multiplicity: 4.

Geometry as XYZ:
```
101
Properties=species:S:1:pos:R:3:forces:R:3:lowdin_charge:R:1
Mo -0.077 -0.165 0.069 -0.81 -0.13 -1.23 0.610
As 0.086 -0.608 -3.703 0.17 -0.08 -0.37 0.737
As 0.231 -0.770 2.524 0.15 -0.18 0.96 1.204
As 2.445 -0.603 0.068 1.08 -0.24 0.28 1.205
S -0.803 -2.389 -0.235 -0.03 -0.25 0.07 0.707
S -2.553 0.280 0.298 -0.07 0.05 -0.07 0.921
P -0.523 2.250 -0.440 -0.39 1.04 0.06 0.959
F -0.280 -2.180 -3.127 -0.17 -0.23 0.16 -0.246
F 0.433 1.003 -4.142 -0.02 0.21 -0.12 -0.188
F 1.543 -0.651 -2.766 0.46 0.01 0.32 -0.270
F 0.862 -1.239 -5.072 0.00 -0.02 -0.25 -0.190
F -1.471 -0.491 -4.382 -0.30 0.05 -0.12 -0.200
F -0.661 0.088 -2.144 0.13 -0.15 0.62 -0.408
N -5.615 -3.542 -1.683 0.22 0.01 0.08 0.194
N -1.947 -5.691 -0.561 -0.11 0.24 -0.05 0.196
C -1.933 -2.562 2.958 0.12 -0.09 0.01 -0.164
C -4.505 -3.486 -1.379 0.06 -0.06 0.05 -0.187
C 0.222 -3.628 3.104 0.00 -0.03 -0.03 -0.093
C 3.366 -5.219 -0.140 0.00 0.01 -0.02 -0.059
C 6.057 1.374 -2.208 -0.01 0.03 0.00 -0.068
C -4.951 0.568 -1.691 0.03 -0.18 -0.01 -0.040
C 1.591 2.750 -2.043 -0.03 0.13 -0.06 -0.115
C 2.981 -0.166 1.904 -0.27 -0.07 0.06 -0.417
C -0.409 -4.858 3.259 0.00 -0.01 0.00 -0.054
C 0.218 2.930 -1.933 0.01 -0.03 0.03 -0.397
C -0.461 3.662 -2.902 -0.02 0.07 -0.03 -0.073
C -3.097 -0.937 -0.902 0.03 -0.08 0.13 -0.464
C 2.293 3.296 -3.105 0.02 0.01 -0.01 -0.048
C -3.275 2.374 -1.307 -0.10 0.10 -0.05 -0.109
C -4.617 1.850 -1.492 0.05 0.12 0.02 -0.064
C -2.442 -2.257 -0.791 0.00 0.15 0.02 -0.560
C -1.791 -4.940 3.262 -0.04 0.00 -0.02 -0.058
C 0.239 4.197 -3.971 -0.03 0.00 0.00 -0.055
C -2.557 -3.786 3.119 0.01 -0.05 -0.02 -0.061
C 2.853 -2.490 -0.036 -0.09 -0.11 -0.03 -0.379
C -1.427 3.521 1.865 -0.02 0.10 -0.13 -0.113
C 4.010 -4.427 0.804 -0.01 -0.03 -0.01 -0.068
C -0.104 4.904 0.397 0.00 0.00 0.08 -0.068
C -0.180 2.540 5.015 0.04 0.01 0.04 -0.082
C 2.144 -0.901 2.942 0.04 0.01 -0.29 -0.371
C -0.539 -2.481 2.954 -0.18 0.05 -0.02 -0.429
C -0.366 0.383 3.959 0.01 0.20 -0.15 -0.367
C -1.207 -0.050 4.976 0.04 0.10 0.03 -0.084
C 4.358 1.489 -0.511 0.09 -0.06 -0.02 -0.139
C 1.613 4.016 -4.075 -0.01 -0.04 -0.01 -0.052
C 3.921 0.218 -0.872 -0.17 0.09 -0.17 -0.376
C 0.146 1.679 3.980 -0.02 -0.11 0.07 -0.139
C -1.544 0.822 6.004 -0.01 0.02 0.01 -0.059
C 5.430 2.065 -1.178 0.02 -0.01 -0.02 -0.077
C 2.229 -3.279 -1.000 0.08 -0.03 0.03 -0.146
C -0.276 5.976 1.267 0.03 -0.04 -0.04 -0.061
C -1.035 2.114 6.023 -0.02 -0.01 0.01 -0.064
C -4.113 -0.628 -1.709 -0.06 0.11 -0.15 -0.059
C -3.120 -3.421 -1.001 -0.18 -0.31 -0.04 -0.251
C -0.685 3.673 0.692 0.06 -0.08 0.12 -0.338
C -2.275 1.779 -0.664 0.08 -0.21 0.10 -0.604
C -1.023 5.822 2.426 0.00 0.02 0.01 -0.064
C -2.466 -4.685 -0.774 -0.05 0.03 -0.04 -0.226
C 2.487 -4.645 -1.047 0.03 0.02 0.05 -0.047
C 4.543 -0.472 -1.902 0.01 0.06 -0.02 -0.087
C 3.757 -3.064 0.857 -0.03 0.00 -0.05 -0.109
C 5.614 0.108 -2.568 0.01 -0.01 -0.01 -0.054
C -1.601 4.594 2.724 -0.03 -0.03 -0.01 -0.076
H 1.990 -5.254 -1.792 0.03 0.03 0.03 0.119
H 4.043 -0.361 2.020 0.15 -0.02 0.03 0.079
H 3.875 2.035 0.289 -0.01 0.06 0.05 0.098
H -1.156 6.661 3.099 -0.01 -0.04 -0.04 0.112
H -1.581 -1.062 4.988 -0.05 -0.08 0.01 0.093
H 0.474 5.032 -0.509 0.00 0.01 0.00 0.104
H 6.892 1.825 -2.731 -0.04 -0.03 0.03 0.112
H -1.886 2.568 2.101 -0.02 -0.01 0.05 0.091
H -0.295 4.754 -4.732 0.03 -0.02 0.02 0.115
H 2.835 0.907 2.005 0.04 0.17 -0.01 0.055
H 2.402 -1.954 2.979 0.05 -0.11 -0.03 0.041
H 1.556 -2.841 -1.723 -0.05 0.01 0.00 0.053
H 4.193 -1.455 -2.187 0.01 -0.04 -0.04 0.104
H -4.411 -1.375 -2.433 -0.02 0.02 -0.03 0.121
H -2.529 -1.668 2.825 -0.09 0.07 -0.03 0.094
H -5.986 0.366 -1.950 0.01 -0.01 0.02 0.125
H 4.280 -2.457 1.584 0.01 -0.02 0.03 0.097
H -2.200 0.485 6.797 0.03 0.01 -0.04 0.113
H 0.807 2.014 3.189 0.02 0.08 -0.06 0.096
H -1.528 3.821 -2.841 0.06 -0.01 -0.03 0.093
H -3.085 3.352 -1.741 -0.03 -0.06 0.00 0.110
H 3.363 3.138 -3.180 -0.06 0.00 0.00 0.109
H -2.277 -5.902 3.363 0.03 0.06 0.00 0.115
H 0.188 -5.756 3.361 -0.02 0.03 0.00 0.114
H 6.102 -0.431 -3.370 -0.03 0.03 0.03 0.114
H 2.284 -0.484 3.933 -0.02 0.05 0.19 0.085
H 5.774 3.052 -0.893 -0.01 -0.03 -0.01 0.112
H 0.169 6.934 1.031 -0.01 -0.05 0.01 0.112
H 3.560 -6.285 -0.175 -0.02 0.08 0.00 0.113
H 4.714 -4.869 1.499 -0.03 0.01 -0.03 0.110
H 0.232 3.542 5.034 -0.03 -0.04 -0.02 0.113
H 2.149 4.424 -4.923 -0.02 0.01 0.05 0.115
H 2.114 2.174 -1.299 0.10 -0.11 0.09 0.053
H -5.400 2.592 -1.601 0.02 -0.02 0.00 0.118
H -1.301 2.787 6.829 0.03 -0.04 -0.03 0.113
H -2.191 4.472 3.626 0.05 0.00 -0.06 0.113
H -3.639 -3.848 3.115 0.05 0.01 0.02 0.116
H 1.302 -3.592 3.077 0.02 -0.04 -0.01 0.089
```
Positions in Å, forces in eV/Å.